Below is C60H47FGeNOsP3 as an isolated structure, with properties calculated with ωB97M-V with the def2-TZVPD basis set.

Geometry as XYZ:
```
114
Properties=species:S:1:pos:R:3:forces:R:3:lowdin_charge:R:1
Os 0.132 0.444 0.290 -0.1 -0.5 0.0 1.02
F 1.379 1.556 1.462 0.0 0.0 0.0 -0.65
Ge 2.408 2.494 2.504 -0.2 -0.2 -0.2 1.02
C 1.644 4.120 1.794 0.0 0.3 0.1 -0.23
C 2.170 5.326 2.265 -0.1 0.0 -0.1 -0.10
C 1.756 6.548 1.762 0.0 0.0 0.0 -0.05
C 0.808 6.570 0.755 0.0 0.0 0.0 -0.03
C 0.273 5.383 0.283 0.0 -0.1 -0.1 -0.10
C 0.645 4.128 0.784 0.1 0.1 -0.1 -0.29
P -0.350 2.785 -0.094 0.3 0.2 0.2 1.01
C -2.076 3.219 0.256 -0.1 -0.1 0.1 -0.37
C -3.069 2.467 -0.379 0.0 0.0 0.1 -0.10
C -4.408 2.709 -0.116 0.1 0.0 0.0 -0.05
C -4.771 3.697 0.789 0.0 0.0 0.0 -0.06
C -3.790 4.431 1.439 0.0 0.0 0.0 -0.07
C -2.447 4.187 1.187 0.0 0.1 -0.1 -0.09
C -0.046 3.206 -1.833 -0.1 0.0 -0.1 -0.37
C 1.280 3.164 -2.267 0.0 0.0 0.0 -0.10
C 1.596 3.499 -3.571 0.0 0.0 0.0 -0.06
C 0.588 3.848 -4.464 0.0 0.0 0.0 -0.05
C -0.731 3.881 -4.041 0.0 0.0 0.0 -0.06
C -1.051 3.570 -2.725 0.0 0.0 0.0 -0.08
C 1.683 1.607 4.058 0.0 0.0 0.3 -0.23
C 2.173 2.007 5.303 -0.1 -0.1 0.0 -0.10
C 1.713 1.446 6.483 0.0 0.0 0.0 -0.05
C 0.732 0.473 6.424 0.0 0.0 0.0 -0.03
C 0.229 0.071 5.198 0.0 0.0 -0.1 -0.10
C 0.685 0.600 3.984 0.0 0.0 0.1 -0.28
P -0.263 -0.194 2.568 0.1 0.3 -0.1 1.01
C -1.965 0.141 3.103 -0.1 -0.1 -0.1 -0.36
C -2.873 -0.862 3.430 0.0 0.0 0.0 -0.07
C -4.151 -0.526 3.862 0.0 0.0 0.0 -0.05
C -4.517 0.804 3.981 0.0 0.0 0.0 -0.05
C -3.609 1.807 3.662 0.0 0.0 0.0 -0.06
C -2.342 1.478 3.217 0.0 0.0 0.0 -0.10
C -0.023 -1.978 2.730 0.1 -0.1 0.0 -0.37
C -0.811 -2.800 1.919 0.0 0.0 0.0 -0.13
C -0.718 -4.176 2.022 0.0 0.0 0.0 -0.06
C 0.190 -4.744 2.906 0.0 0.0 0.0 -0.06
C 1.012 -3.935 3.672 0.0 0.0 0.0 -0.06
C 0.909 -2.552 3.588 0.0 0.0 0.0 -0.07
C 3.967 1.708 1.676 0.3 0.1 0.0 -0.23
C 5.212 2.145 2.132 0.0 -0.1 -0.1 -0.10
C 6.396 1.614 1.647 0.0 0.0 0.0 -0.04
C 6.339 0.617 0.690 0.0 0.0 0.0 -0.03
C 5.110 0.177 0.224 0.0 0.0 -0.1 -0.14
C 3.891 0.699 0.679 0.0 0.0 0.0 -0.30
P 2.458 -0.146 -0.190 0.0 0.1 0.1 1.02
C 2.752 -1.913 0.165 0.0 0.0 0.0 -0.34
C 3.751 -2.365 1.026 0.0 0.0 0.0 -0.09
C 3.966 -3.726 1.197 0.0 0.0 0.0 -0.06
C 3.185 -4.647 0.519 0.0 0.0 0.0 -0.06
C 2.153 -4.206 -0.298 0.0 0.0 0.0 -0.06
C 1.924 -2.850 -0.458 0.1 0.0 0.0 -0.10
C 2.812 0.084 -1.971 -0.1 0.0 0.0 -0.34
C 1.902 -0.482 -2.869 0.0 0.0 0.0 -0.12
C 2.078 -0.351 -4.236 0.0 0.0 0.0 -0.06
C 3.159 0.366 -4.731 0.0 0.0 0.0 -0.06
C 4.047 0.960 -3.850 0.0 0.0 0.0 -0.07
C 3.872 0.832 -2.478 0.0 0.0 0.0 -0.09
H 2.931 5.315 3.038 0.0 0.0 0.0 0.10
H 2.179 7.468 2.144 0.0 0.0 0.0 0.12
H 0.479 7.510 0.332 0.0 0.0 0.0 0.12
H -0.466 5.437 -0.508 0.0 0.0 0.0 0.12
H -2.801 1.689 -1.083 0.0 0.0 0.0 0.08
H -5.167 2.131 -0.627 0.0 0.0 0.0 0.12
H -5.816 3.892 0.989 0.0 0.0 0.0 0.12
H -4.069 5.201 2.147 0.0 0.0 0.0 0.12
H -1.700 4.772 1.706 0.0 0.0 0.0 0.10
H 2.071 2.893 -1.576 0.0 0.0 0.0 0.10
H 2.627 3.492 -3.895 0.0 0.0 0.0 0.11
H 0.835 4.106 -5.485 0.0 0.0 0.0 0.12
H -1.516 4.165 -4.729 0.0 0.0 0.0 0.12
H -2.079 3.639 -2.400 0.0 0.0 0.0 0.10
H 2.933 2.780 5.360 0.0 0.0 0.0 0.10
H 2.110 1.772 7.435 0.0 0.0 0.0 0.12
H 0.347 0.027 7.331 0.0 0.0 0.0 0.12
H -0.552 -0.680 5.186 0.0 0.0 0.0 0.11
H -2.590 -1.903 3.371 0.0 0.0 0.0 0.10
H -4.851 -1.309 4.121 0.0 0.0 0.0 0.12
H -5.507 1.063 4.333 0.0 0.0 0.0 0.12
H -3.891 2.845 3.766 0.0 0.0 0.0 0.11
H -1.634 2.265 2.976 0.0 0.0 0.0 0.10
H -1.503 -2.358 1.210 0.0 0.0 0.0 0.08
H -1.349 -4.807 1.408 0.0 0.0 0.0 0.12
H 0.266 -5.821 2.986 0.0 0.0 0.0 0.12
H 1.733 -4.376 4.347 0.0 0.0 0.0 0.12
H 1.546 -1.932 4.206 0.0 0.0 0.0 0.11
H 5.265 2.921 2.889 0.0 0.0 0.0 0.10
H 7.348 1.971 2.017 0.0 0.0 0.0 0.12
H 7.247 0.176 0.302 0.0 0.0 0.0 0.12
H 5.100 -0.609 -0.521 0.0 0.0 0.0 0.12
H 4.382 -1.669 1.560 0.0 -0.1 0.0 0.10
H 4.755 -4.062 1.856 0.0 0.0 0.0 0.12
H 3.367 -5.707 0.639 0.0 0.0 0.0 0.12
H 1.519 -4.919 -0.809 0.0 0.0 0.0 0.12
H 1.091 -2.528 -1.068 0.0 0.0 0.0 0.08
H 1.042 -1.027 -2.503 0.0 0.0 0.0 0.07
H 1.371 -0.810 -4.915 0.0 0.0 0.0 0.12
H 3.302 0.466 -5.799 0.0 0.0 0.0 0.12
H 4.887 1.529 -4.227 0.0 0.0 0.0 0.12
H 4.576 1.318 -1.818 0.0 0.0 0.0 0.10
N -0.990 -0.418 -0.679 -0.4 0.4 -0.5 -0.18
C -1.954 -0.591 -1.679 0.3 -0.3 0.2 -0.38
C -1.721 -0.113 -2.967 0.1 0.1 -0.1 -0.04
C -2.707 -0.246 -3.932 0.0 0.0 0.0 -0.05
C -3.916 -0.856 -3.619 0.0 0.0 0.0 -0.06
C -4.143 -1.329 -2.333 0.0 0.0 0.0 -0.06
C -3.164 -1.201 -1.361 -0.1 -0.1 0.2 -0.03
H -0.782 0.382 -3.185 0.0 0.0 0.0 0.10
H -2.532 0.131 -4.931 0.0 0.0 0.0 0.11
H -4.680 -0.960 -4.377 0.0 0.0 0.0 0.11
H -5.086 -1.798 -2.086 0.0 0.0 0.0 0.11
H -3.328 -1.545 -0.347 0.0 0.0 0.0 0.11
```
Forces are in eV/Å.

Computed properties:
LUMO	-0.19838	Ha
Kohn-Sham gap	7.15	eV
total charge	+2